(1)
{"formula": "C4H10NO", "method": "ωB97M-V/def2-TZVPD", "symbols": ["C", "C", "H", "H", "H", "H", "C", "O", "H", "H", "H", "C", "H", "H", "N", "H"], "xyz": [[0.64, 1.51, 2.07], [-0.71, -0.55, 1.50], [1.26, -0.21, -2.18], [-0.22, 2.06, 2.45], [1.35, 2.22, 1.65], [-0.17, -1.17, 2.20], [0.22, -0.29, -2.49], [0.55, 0.66, -0.14], [-0.38, 0.61, -2.45], [-1.07, -1.16, 0.67], [-1.22, -1.46, -3.26], [0.19, 0.55, 1.02], [0.31, -2.23, -3.01], [1.08, 0.98, 2.90], [-0.25, -1.39, -2.96], [-1.56, -0.13, 2.03]], "total_charge": 1, "e_homo_ev": -13.622, "mol_weight_da": 88.13, "homo_lumo_gap_ha": 0.322}

(2)
{"formula": "C4H10NO", "method": "ωB97M-V/def2-TZVPD", "symbols": ["H", "H", "H", "C", "C", "O", "C", "C", "H", "H", "H", "H", "N", "H", "H", "H"], "xyz": [[0.14, -1.41, -0.23], [1.66, -1.48, 0.68], [2.65, 1.37, -0.61], [1.09, 0.42, 0.42], [-2.45, -0.57, -0.53], [-0.99, 1.01, 0.27], [1.16, -0.95, -0.09], [2.17, 1.35, 0.36], [1.95, -1.12, -0.99], [-3.01, 0.01, -1.27], [-1.56, -1.06, -1.12], [2.89, 1.05, 0.98], [-1.89, 0.21, 0.49], [-2.49, 0.28, 1.35], [1.77, 2.35, 0.50], [-3.07, -1.45, -0.21]], "total_charge": 1, "e_homo_ev": [-14.114, -13.248], "mol_weight_da": 88.13, "homo_lumo_gap_ha": [0.304, 0.284]}

(3)
{"formula": "C4H10NO", "method": "ωB97M-V/def2-TZVPD", "symbols": ["C", "H", "H", "H", "H", "C", "C", "O", "N", "H", "H", "H", "H", "H", "C", "H"], "xyz": [[1.18, -0.05, -0.34], [-0.29, -1.51, 2.53], [2.38, 1.50, 0.38], [3.32, 0.20, 0.03], [-3.20, 0.33, -0.13], [2.45, 0.70, -0.40], [-2.39, 0.24, -0.86], [-0.98, -1.54, 1.89], [-1.23, 0.08, -0.31], [-1.57, -2.21, 2.26], [-0.08, 1.11, -1.76], [-2.44, 0.70, -1.85], [1.33, -1.01, 0.15], [2.67, 1.08, -1.40], [0.02, 0.45, -0.90], [-1.18, -0.07, 0.72]], "total_charge": 2, "e_homo_ev": [-20.065, -20.068], "mol_weight_da": 88.13, "multiplicity": 2, "homo_lumo_gap_ha": [0.326, 0.241]}

(4)
{"formula": "C4H10NO2", "method": "ωB97M-V/def2-TZVPD", "symbols": ["H", "H", "H", "C", "H", "H", "O", "C", "O", "H", "C", "H", "H", "N", "H", "C", "H"], "xyz": [[-0.89, 1.46, -1.28], [0.42, -0.71, -2.21], [-1.18, 2.42, 1.92], [0.27, -0.01, -0.22], [-0.45, -0.70, 2.44], [0.53, -2.05, -1.05], [0.75, 2.59, -0.61], [-0.74, -1.28, 1.50], [2.31, -1.05, -1.44], [0.68, 1.14, -2.04], [0.95, -1.02, -1.24], [1.06, 0.20, 0.50], [-1.61, -1.83, 1.81], [-1.00, -0.47, 0.35], [-1.31, 1.97, 1.31], [0.19, 1.40, -1.07], [0.05, -2.07, 1.33]], "total_charge": -1, "e_homo_ev": -4.060, "mol_weight_da": 104.13, "homo_lumo_gap_ha": 0.199}

(5)
{"formula": "C4H10NO2", "method": "ωB97M-V/def2-TZVPD", "symbols": ["C", "O", "C", "H", "O", "H", "H", "H", "H", "H", "N", "H", "C", "H", "H", "H", "C"], "xyz": [[-3.88, 0.21, -0.56], [4.85, 0.07, -0.42], [-1.81, -1.15, 0.25], [-4.87, -0.04, -0.27], [2.66, -0.19, -0.02], [4.60, 0.68, -1.20], [1.00, 0.97, -0.21], [-1.58, -1.28, 1.25], [-0.59, 0.11, 0.26], [-1.38, -1.91, -0.47], [0.11, 0.90, 0.29], [0.16, 0.80, 1.28], [-2.79, -0.47, -0.23], [-3.96, 1.11, -1.10], [4.08, -1.14, 0.89], [-0.39, 1.78, 0.10], [3.79, -0.46, 0.17]], "total_charge": 1, "e_homo_ev": -13.619, "mol_weight_da": 104.13, "homo_lumo_gap_ha": 0.380}

(6)
{"formula": "C4H10NO2", "method": "ωB97M-V/def2-TZVPD", "symbols": ["H", "H", "C", "C", "H", "O", "C", "O", "H", "H", "H", "H", "H", "C", "N", "H", "H"], "xyz": [[-3.21, -0.28, -0.20], [2.01, 0.71, -1.83], [-1.22, -0.92, -0.23], [-2.28, 0.00, 0.29], [-0.06, 0.83, 1.25], [-1.24, -1.48, -1.28], [0.57, -0.05, 1.12], [-0.14, -1.16, 0.60], [2.32, 1.06, 0.51], [0.98, -0.32, 2.10], [2.39, -0.68, 0.15], [0.84, -0.45, -1.60], [0.53, 1.15, -1.25], [1.74, 0.19, 0.20], [1.25, 0.42, -1.22], [-2.08, 1.04, 0.01], [-2.39, -0.06, 1.37]], "total_charge": 1, "e_homo_ev": -14.813, "mol_weight_da": 104.13, "smiles": "CC(=O)OCC[NH3+]", "homo_lumo_gap_ha": 0.406}

(7)
{"formula": "C4H10NO2PS", "method": "ωB97M-V/def2-TZVPD", "symbols": ["C", "H", "O", "H", "O", "H", "H", "C", "H", "C", "H", "H", "H", "H", "C", "P", "N", "S", "H"], "xyz": [[-0.81, 0.01, -2.22], [-0.94, 0.41, 1.76], [1.36, 2.46, 2.03], [-1.87, 0.39, -2.57], [0.09, 2.49, 0.19], [0.10, -2.47, -0.99], [-0.01, 0.66, -2.51], [0.15, 0.46, 1.48], [1.11, -0.08, -0.44], [0.22, -0.34, 0.05], [-0.39, 1.87, -0.51], [1.74, -2.22, 0.20], [0.29, -1.43, 2.84], [-1.63, -0.64, -0.54], [0.62, 1.86, 1.31], [0.36, -2.13, 0.43], [-0.94, 0.07, -0.78], [1.12, -0.33, 2.75], [-0.57, -1.05, -2.46]], "e_homo_ev": -9.422, "mol_weight_da": 167.17, "smiles": "CN[C@H](P)[C@@H](S)C(=O)O", "homo_lumo_gap_ha": 0.366}

(8)
{"formula": "C4H10NO2S", "method": "ωB97M-V/def2-TZVPD", "symbols": ["H", "H", "H", "C", "H", "N", "C", "H", "H", "O", "C", "S", "C", "H", "H", "H", "H", "O"], "xyz": [[-1.32, 0.09, -2.52], [2.04, 0.83, -0.40], [-0.55, -0.75, 1.19], [0.56, 0.48, -1.67], [0.91, -1.88, -0.38], [1.54, 0.05, -0.82], [1.35, -1.03, 0.16], [-2.53, 2.14, 1.27], [2.35, -1.31, 0.50], [0.75, 1.44, -2.40], [-0.80, -0.17, -1.61], [0.80, 1.01, 2.01], [0.51, -0.65, 1.40], [-1.82, 1.00, 1.99], [-1.33, 0.25, -0.76], [-0.72, -1.24, -1.43], [0.79, -1.46, 2.10], [-2.55, 1.19, 1.38]], "total_charge": -1, "e_homo_ev": -3.057, "mol_weight_da": 136.20, "homo_lumo_gap_ha": 0.252}

(9)
{"formula": "C4H10NO2S", "method": "ωB97M-V/def2-TZVPD", "symbols": ["C", "O", "H", "H", "S", "H", "H", "H", "C", "H", "H", "N", "H", "C", "O", "C", "H", "H"], "xyz": [[-0.72, -0.20, -1.49], [1.22, -1.27, -2.16], [0.73, -1.99, 2.06], [-1.03, -0.26, -2.54], [-1.24, 1.90, 0.41], [0.71, 0.59, 2.00], [0.06, 0.94, 3.32], [0.69, 1.43, -1.08], [0.16, -1.74, 1.16], [-0.74, -2.41, 1.03], [-0.59, 2.02, -1.95], [0.95, -1.68, -0.05], [0.01, -0.69, 1.39], [0.45, -1.09, -1.19], [0.87, 0.63, 2.95], [-0.39, 1.28, -1.11], [1.64, -2.42, -0.17], [-1.70, -0.59, -1.02]], "total_charge": -1, "e_homo_ev": -2.873, "mol_weight_da": 136.20, "homo_lumo_gap_ha": 0.238}

(10)
{"formula": "C4H10NO2S", "method": "ωB97M-V/def2-TZVPD", "symbols": ["H", "O", "N", "H", "H", "O", "H", "H", "H", "C", "C", "H", "C", "C", "H", "H", "S", "H"], "xyz": [[1.23, -0.22, -1.68], [3.23, 1.05, -1.07], [1.35, -0.02, -0.63], [-0.30, 1.03, 1.78], [1.21, -0.74, 2.28], [-2.20, -0.07, -2.58], [-3.02, 0.31, -2.60], [2.68, 1.00, 0.86], [0.19, -2.13, 1.79], [2.42, 0.77, -0.25], [0.97, -1.37, 1.43], [-1.99, 0.24, -1.66], [0.30, -0.56, 0.29], [-0.63, 0.52, 0.83], [-0.69, 1.44, 0.16], [-0.33, -1.40, -0.43], [-2.31, -0.10, 1.13], [1.89, -1.79, 1.15]], "total_charge": -1, "e_homo_ev": -2.896, "mol_weight_da": 136.20, "homo_lumo_gap_ha": 0.242}

(11)
{"formula": "C4H10NO2S", "method": "ωB97M-V/def2-TZVPD", "symbols": ["O", "C", "H", "H", "H", "H", "C", "C", "N", "H", "C", "H", "S", "H", "H", "H", "O", "H"], "xyz": [[-0.51, -0.39, -3.41], [0.31, -1.18, 0.08], [-1.13, 0.27, -3.40], [-1.28, 0.42, 3.31], [-2.04, -1.15, 2.61], [0.57, 1.85, 0.65], [-0.74, 0.05, 0.12], [-1.35, -0.37, 2.51], [-1.66, 0.28, 1.19], [0.59, -1.58, -0.94], [0.22, 1.27, -0.21], [0.25, -0.15, -2.81], [1.88, -0.43, 0.76], [0.06, -1.88, 0.88], [-0.28, -0.95, 2.42], [-1.21, -0.10, -0.91], [0.27, 1.58, -1.38], [-2.65, -0.13, 0.85]], "total_charge": -1, "e_homo_ev": -2.891, "mol_weight_da": 136.20, "homo_lumo_gap_ha": 0.242}

(12)
{"formula": "C4H10NO2S", "method": "ωB97M-V/def2-TZVPD", "symbols": ["H", "H", "C", "H", "H", "O", "C", "H", "C", "C", "H", "S", "H", "H", "H", "N", "H", "O"], "xyz": [[0.44, 1.59, -0.90], [1.91, -0.09, 1.47], [0.87, 0.20, 1.37], [0.81, 0.35, -1.98], [-2.29, 2.00, -0.03], [-3.61, 0.26, -0.13], [0.32, -0.22, 0.01], [0.30, -0.27, 2.17], [-1.12, 0.05, -0.12], [0.59, -1.69, -0.29], [0.14, -1.99, -1.23], [-2.55, -0.73, -0.13], [0.15, -2.30, 0.50], [1.96, 0.83, -0.86], [0.77, 1.28, 1.50], [0.96, 0.69, -1.02], [1.65, -1.89, -0.31], [-1.33, 1.92, -0.01]], "total_charge": 1, "e_homo_ev": -14.042, "mol_weight_da": 136.20, "homo_lumo_gap_ha": 0.341}

(13)
{"formula": "C4H10NO2S", "method": "ωB97M-V/def2-TZVPD", "symbols": ["S", "H", "H", "H", "C", "O", "H", "C", "C", "H", "H", "O", "H", "N", "H", "H", "H", "C"], "xyz": [[1.21, -2.02, -0.30], [0.66, 0.88, 1.78], [0.60, 1.57, -1.15], [-1.96, 1.46, -0.98], [0.89, 0.68, 0.78], [-0.15, -0.43, -1.89], [-1.51, -1.16, -0.73], [0.34, -0.74, 0.54], [-1.12, 0.96, -0.34], [-0.74, -2.00, 1.83], [0.29, 2.57, 0.11], [-0.27, -1.09, 1.68], [2.24, -2.37, 0.67], [0.17, 1.61, -0.23], [-0.30, -1.20, -2.44], [-1.61, 0.85, 0.67], [1.97, 0.88, 0.71], [-0.73, -0.45, -0.71]], "total_charge": 1, "e_homo_ev": -12.929, "mol_weight_da": 136.20, "smiles": "O[C@@H]1C[NH2+]C[C@]1(O)S", "homo_lumo_gap_ha": 0.358}

(14)
{"formula": "C4H10NO3", "method": "ωB97M-V/def2-TZVPD", "symbols": ["N", "H", "C", "H", "O", "H", "H", "H", "C", "H", "H", "O", "C", "C", "H", "H", "H", "O"], "xyz": [[0.15, 0.42, 0.67], [-1.98, -1.84, 2.17], [1.31, 0.26, -0.17], [-1.87, 0.54, 0.77], [-1.14, -2.31, 2.01], [-1.19, 1.31, -0.70], [1.63, 2.36, 0.05], [1.11, -0.42, -1.01], [-1.12, 0.47, -0.01], [-1.03, -2.10, 1.03], [1.54, 1.77, -1.71], [-1.04, -1.88, -0.53], [1.88, 1.61, -0.70], [-1.44, -0.74, -0.95], [2.13, -0.25, 0.34], [0.15, -0.30, 1.39], [2.97, 1.58, -0.67], [-2.05, -0.48, -1.99]], "total_charge": -1, "e_homo_ev": -4.189, "mol_weight_da": 120.13, "homo_lumo_gap_ha": 0.300}

(15)
{"formula": "C4H10NO3", "method": "ωB97M-V/def2-TZVPD", "symbols": ["H", "C", "H", "C", "H", "H", "H", "H", "H", "O", "C", "H", "O", "C", "N", "H", "O", "H"], "xyz": [[1.98, 1.76, 0.52], [-1.43, -0.76, 1.31], [1.19, -1.10, -2.01], [2.21, 0.77, 0.04], [-0.76, -1.30, 2.00], [-0.27, 0.90, 2.06], [-0.88, 0.41, -0.87], [-1.63, 1.43, 1.12], [-0.78, -1.48, -0.40], [0.84, -1.38, -2.90], [-0.14, 0.88, -0.22], [0.05, 1.94, -0.26], [3.33, 0.25, 0.17], [-0.85, 0.64, 1.17], [1.14, 0.25, -0.54], [-2.46, -0.83, 1.70], [-1.60, -1.54, 0.12], [0.05, -0.85, -3.01]], "total_charge": -1, "e_homo_ev": -3.706, "mol_weight_da": 120.13, "homo_lumo_gap_ha": 0.276}

(16)
{"formula": "C4H10NO3", "method": "ωB97M-V/def2-TZVPD", "symbols": ["O", "H", "C", "H", "C", "H", "H", "O", "N", "H", "H", "O", "C", "H", "C", "H", "H", "H"], "xyz": [[2.13, -0.28, -0.76], [1.69, -1.27, -0.40], [0.05, 0.12, 1.94], [0.54, 1.37, -2.66], [-0.13, -0.80, 0.74], [-0.09, -0.28, -2.34], [-2.31, -1.10, 0.66], [0.63, -1.81, 0.52], [1.14, 0.63, -0.73], [0.86, 1.60, 0.90], [-0.73, 0.04, 2.78], [0.13, 1.50, 1.61], [0.32, 0.62, -1.87], [1.04, -0.10, 2.38], [-1.41, -0.67, 0.06], [-1.40, -1.01, -0.92], [-1.70, 0.39, -0.24], [-0.75, 1.07, -1.67]], "total_charge": -1, "e_homo_ev": [-2.593, -2.593], "mol_weight_da": 120.13, "homo_lumo_gap_ha": [0.244, 0.244]}

(17)
{"formula": "C4H10NO3", "method": "ωB97M-V/def2-TZVPD", "symbols": ["C", "H", "H", "H", "H", "O", "H", "O", "C", "H", "H", "N", "H", "H", "C", "C", "O", "H"], "xyz": [[-1.36, 2.56, -2.28], [-0.18, 0.66, 1.15], [-2.46, 2.65, -2.51], [0.73, 1.72, -0.77], [1.69, 0.22, -1.11], [-1.01, 3.10, -1.20], [-0.20, -2.11, 0.08], [-0.85, 1.88, -3.10], [0.76, -1.62, 0.34], [-1.12, -3.23, 2.47], [-0.19, 0.25, -1.28], [0.80, -1.13, 1.61], [-0.27, -1.91, 2.72], [1.57, 0.61, 1.18], [0.76, 0.13, 0.75], [0.74, 0.62, -0.80], [-0.96, -2.55, 3.16], [1.56, -1.85, -0.40]], "total_charge": -1, "e_homo_ev": -4.060, "mol_weight_da": 120.13, "homo_lumo_gap_ha": 0.260}

(18)
{"formula": "C4H10NO3", "method": "ωB97M-V/def2-TZVPD", "symbols": ["H", "C", "H", "O", "H", "H", "C", "H", "H", "H", "H", "C", "H", "C", "N", "O", "O", "H"], "xyz": [[-0.13, 2.77, 2.02], [-0.92, -1.34, 0.01], [-1.28, -0.73, -0.84], [0.99, 3.09, 0.51], [1.35, -1.47, 0.68], [-1.67, 1.43, 0.39], [-0.56, 1.27, 0.43], [0.42, -1.77, -1.79], [0.41, -0.56, -2.84], [-1.71, -1.66, 0.65], [1.55, -0.10, -0.28], [-0.10, -0.22, 0.88], [-0.27, 1.07, -0.62], [0.17, 2.37, 1.09], [1.30, -0.43, 0.64], [-0.05, -2.24, -0.45], [1.00, -1.04, -2.37], [-0.51, -0.44, 1.90]], "total_charge": -2, "e_homo_ev": [4.239, 0.359], "mol_weight_da": 120.13, "multiplicity": 2, "homo_lumo_gap_ha": [0.104, 0.240]}

(19)
{"formula": "C4H10NO3", "method": "ωB97M-V/def2-TZVPD", "symbols": ["C", "H", "O", "N", "C", "H", "H", "O", "H", "H", "C", "H", "H", "C", "H", "H", "H", "O"], "xyz": [[-0.27, 1.57, -0.49], [-0.82, -1.66, -1.39], [1.99, -1.65, 0.82], [-0.85, -0.87, -0.77], [-1.52, -1.21, 0.53], [0.80, 2.38, 1.27], [2.15, -1.58, -0.13], [-0.81, -0.90, 1.59], [-1.25, 1.61, -0.01], [1.87, 1.52, -0.02], [-0.20, 0.27, -1.26], [-0.13, 2.37, -1.21], [0.79, 0.67, 1.05], [0.91, 1.61, 0.51], [-2.48, -0.62, 0.36], [-1.69, -2.33, 0.47], [1.06, -1.44, 0.95], [0.45, 0.24, -2.28]], "e_homo_ev": [-10.020, -10.002], "mol_weight_da": 120.13, "multiplicity": 2, "homo_lumo_gap_ha": [0.388, 0.258]}

(20)
{"formula": "C4H10NOP", "method": "ωB97M-V/def2-TZVPD", "symbols": ["H", "C", "H", "H", "P", "C", "H", "H", "C", "O", "H", "H", "H", "H", "C", "H", "N"], "xyz": [[0.07, 2.03, -0.07], [-2.31, -0.09, 0.55], [-3.04, -0.25, 1.33], [2.94, -0.12, 0.64], [-0.89, -1.29, 0.18], [3.82, -0.62, 0.26], [3.51, -1.28, -0.55], [-0.94, 1.40, -1.39], [-0.63, 1.24, -0.35], [0.06, 0.00, -0.26], [4.53, 0.10, -0.12], [-3.21, -1.60, -0.75], [4.28, -1.21, 1.04], [-2.39, -0.29, -1.69], [-2.45, -0.83, -0.75], [-1.57, 1.56, 1.43], [-1.79, 1.24, 0.50]], "e_homo_ev": -8.442, "mol_weight_da": 119.10, "smiles": "C1N[C@H]2CP2O1.C", "homo_lumo_gap_ha": 0.348}